# 1
Here is a cluster of 6 separate species, C18H36O18 in total in a non-equilibrium geometry from OMol25. Energies are from ωB97M-V/def2-TZVPD.

- max |F| (eV Å⁻¹) = 3.82
- SMILES = COC(=O)OC.COC(=O)OC.COC(=O)OC.COC(=O)OC.COC(=O)OC.COC(=O)OC
- multiplicity = 1
- HOMO-LUMO gap (eV) = 10.9
- relative energy (zero: lowest compared OMol25 entry of this formula, charge and spin) (eV) = 3.2224

Geometry (Å):
C 19.45821 16.50761 17.99578
O 19.84183 17.75452 18.53636
C 18.99045 18.44787 19.23212
O 17.93509 18.01971 19.60219
O 19.48094 19.61945 19.39618
C 18.73263 20.71906 19.81413
H 18.46450 16.48580 17.54839
H 19.37996 15.73335 18.75900
H 20.27967 16.17852 17.35937
H 18.06439 20.51819 20.65151
H 18.09690 21.12700 19.02831
H 19.41753 21.49875 20.14747
C 1.86075 24.20218 17.33306
O 0.55003 23.61037 17.26645
C -0.28263 23.91234 16.26363
O -0.15551 24.77856 15.37074
O -1.40754 23.19914 16.39429
C -2.39888 23.16046 15.33006
H 2.34120 23.74670 18.19897
H 1.78022 25.28778 17.38858
H 2.49441 23.89172 16.50228
H -2.50870 24.18493 14.97439
H -3.34173 22.94778 15.83393
H -2.14148 22.40210 14.59065
C 2.58781 22.21841 7.03055
O 3.18208 22.63914 8.22751
C 3.40338 23.90480 8.43454
O 2.95938 24.81976 7.73983
O 4.24540 24.09639 9.47835
C 4.37940 23.20493 10.56054
H 3.22777 22.50393 6.19566
H 1.63537 22.73624 6.91736
H 2.56221 21.13088 7.09919
H 3.89463 23.63898 11.43501
H 5.38108 23.02171 10.94936
H 3.81690 22.29134 10.36810
C 4.77524 17.33644 14.49167
O 4.21065 17.34271 15.76962
C 3.31264 18.25759 16.10132
O 3.22863 19.36231 15.56015
O 2.53713 17.71397 17.09289
C 1.41704 18.44948 17.67154
H 5.12642 18.32254 14.18772
H 4.00213 17.02672 13.78848
H 5.61122 16.64877 14.36373
H 0.76710 18.64766 16.81925
H 1.74700 19.40654 18.07561
H 0.86508 17.99210 18.49266
C 19.58685 27.94831 19.39435
O 18.22494 27.74136 19.15376
C 17.84846 26.93055 18.08924
O 18.56440 26.21450 17.36484
O 16.48297 27.05762 17.95453
C 15.72942 26.38686 16.96224
H 19.89144 28.99194 19.31592
H 20.14006 27.49242 18.57324
H 19.91449 27.55226 20.35553
H 16.07056 25.36709 16.78391
H 15.47027 27.03378 16.12412
H 14.77079 26.19178 17.44297
C 12.49614 18.51030 17.13584
O 11.13047 18.77959 16.79562
C 10.72762 20.06376 16.88116
O 11.40291 21.00382 17.29547
O 9.46828 20.14134 16.50673
C 8.74081 21.36999 16.67100
H 13.13159 18.72209 16.27592
H 12.52701 17.54757 17.64602
H 12.84391 19.16662 17.93359
H 9.20749 22.35439 16.63540
H 8.20272 21.28972 17.61551
H 7.96952 21.33285 15.90170

So, what does the Löwdin scheme give us? The charges, in e, come out as: atom 1 (C): -0.045, atom 2 (O): 0.021, atom 3 (C): -0.689, atom 4 (O): 0.136, atom 5 (O): 0.038, atom 6 (C): -0.044, atom 7 (H): 0.099, atom 8 (H): 0.092, atom 9 (H): 0.097, atom 10 (H): 0.096, atom 11 (H): 0.101, atom 12 (H): 0.097, atom 13 (C): -0.026, atom 14 (O): -0.009, atom 15 (C): -0.560, atom 16 (O): 0.071, atom 17 (O): -0.026, atom 18 (C): -0.013, atom 19 (H): 0.092, atom 20 (H): 0.098, atom 21 (H): 0.095, atom 22 (H): 0.090, atom 23 (H): 0.090, atom 24 (H): 0.098, atom 25 (C): -0.032, atom 26 (O): -0.024, atom 27 (C): -0.580, atom 28 (O): 0.111, atom 29 (O): 0.004, atom 30 (C): -0.059, atom 31 (H): 0.102, atom 32 (H): 0.103, atom 33 (H): 0.101, atom 34 (H): 0.090, atom 35 (H): 0.093, atom 36 (H): 0.092, atom 37 (C): -0.057, atom 38 (O): -0.004, atom 39 (C): -0.554, atom 40 (O): 0.096, atom 41 (O): -0.021, atom 42 (C): -0.021, atom 43 (H): 0.092, atom 44 (H): 0.100, atom 45 (H): 0.097, atom 46 (H): 0.093, atom 47 (H): 0.088, atom 48 (H): 0.091, atom 49 (C): -0.075, atom 50 (O): -0.019, atom 51 (C): -0.462, atom 52 (O): 0.084, atom 53 (O): -0.031, atom 54 (C): -0.055, atom 55 (H): 0.092, atom 56 (H): 0.087, atom 57 (H): 0.096, atom 58 (H): 0.098, atom 59 (H): 0.098, atom 60 (H): 0.088, atom 61 (C): -0.040, atom 62 (O): -0.007, atom 63 (C): -0.589, atom 64 (O): 0.091, atom 65 (O): 0.010, atom 66 (C): -0.030, atom 67 (H): 0.101, atom 68 (H): 0.097, atom 69 (H): 0.086, atom 70 (H): 0.096, atom 71 (H): 0.095, atom 72 (H): 0.090

# 2
Here is a structure of composition C4H8O from OMol25. Energies are from ωB97M-V/def2-TZVPD.

- max |F| (eV Å⁻¹) = 0.35
- multiplicity = 1
- HOMO-LUMO gap (eV) = 10.1
- relative energy (zero: lowest compared OMol25 entry of this formula, charge and spin) (eV) = 4.1495

Geometry (Å):
O 2.09272 0.27382 -0.65521
C 0.86997 -0.22785 -0.68215
C 0.16323 -0.31287 1.08756
C -1.10938 -0.00711 0.27537
C -0.39403 0.58321 -0.94410
H 1.46451 -0.04237 0.46496
H 0.75391 -1.29040 -0.96556
H 0.41466 0.51886 1.76263
H 0.19045 -1.26006 1.63212
H -1.82989 0.65328 0.76500
H -1.62802 -0.93462 0.01446
H -0.16707 1.64518 -0.81250
H -0.85076 0.42379 -1.92503

So, what does the natural (NBO) scheme give us? The charges, in e, come out as: atom 1 (O): -0.755, atom 2 (C): 0.255, atom 3 (C): -0.618, atom 4 (C): -0.399, atom 5 (C): -0.464, atom 6 (H): 0.506, atom 7 (H): 0.155, atom 8 (H): 0.230, atom 9 (H): 0.224, atom 10 (H): 0.218, atom 11 (H): 0.208, atom 12 (H): 0.220, atom 13 (H): 0.219

# 3
Here is a cluster of 2 separate species, C4H9O3 in total in a non-equilibrium geometry from OMol25. Energies are from ωB97M-V/def2-TZVPD.

- max |F| (eV Å⁻¹) = 3.59
- charge = -1
- multiplicity = 1
- HOMO-LUMO gap (eV) = 8.7
- relative energy (zero: lowest compared OMol25 entry of this formula, charge and spin) (eV) = 1.3342

Geometry (Å):
C -0.08765 -2.91361 -0.36833
C -0.57640 -1.44017 -0.38776
O 0.19819 -0.58670 -0.96403
O -1.67196 -1.13321 0.11670
H 0.10931 -3.06334 0.61051
H 0.70880 -3.06131 -1.07620
H -0.96318 -3.52742 -0.54474
C 0.87233 1.96654 0.25933
C -0.49108 1.73678 0.91016
O 1.09934 1.86574 -1.16635
H 1.11207 3.01220 0.36662
H 1.52827 1.31277 0.74143
H -1.30439 1.42687 0.21880
H 0.78601 0.89773 -1.49240
H -0.85068 2.66632 1.33401
H -0.46898 0.84081 1.44226

So, what does the natural (NBO) scheme give us? The charges, in e, come out as: atom 1 (C): -0.732, atom 2 (C): 0.784, atom 3 (O): -0.853, atom 4 (O): -0.765, atom 5 (H): 0.206, atom 6 (H): 0.207, atom 7 (H): 0.202, atom 8 (C): -0.051, atom 9 (C): -0.676, atom 10 (O): -0.802, atom 11 (H): 0.146, atom 12 (H): 0.148, atom 13 (H): 0.253, atom 14 (H): 0.525, atom 15 (H): 0.182, atom 16 (H): 0.229

# 4
Here is an isolated molecule of C9H9IO in a non-equilibrium geometry from OMol25. Energies are from ωB97M-V/def2-TZVPD.

- max |F| (eV Å⁻¹) = 4.58
- multiplicity = 3
- HOMO-LUMO gap (alpha / beta) (eV) = 5.7 / 5.7

Geometry (Å):
C 2.17873 1.56578 0.87916
C 1.15364 2.29614 0.34068
C 2.07671 0.19528 0.96659
C 0.02316 1.67043 -0.07082
C 1.00299 -0.47859 0.54877
C -0.10382 0.25368 -0.00523
C -1.42580 -1.73003 0.79072
C -1.24746 -1.23574 -1.80862
C -1.26519 -0.50340 -0.45660
O -1.70574 -2.91776 0.60365
I -3.20413 0.49192 -0.02587
H 3.12002 2.00952 1.10377
H 1.34391 3.34958 0.12953
H 2.88717 -0.36139 1.30875
H -0.76840 2.21418 -0.51098
H 0.90004 -1.53520 0.75680
H -1.05960 -1.17197 1.59156
H -2.17637 -1.85343 -1.66157
H -0.23235 -1.62796 -1.80674
H -1.49749 -0.63102 -2.67356

So, what does the natural (NBO) scheme give us? The charges, in e, come out as: atom 1 (C): -0.199, atom 2 (C): -0.205, atom 3 (C): -0.197, atom 4 (C): -0.188, atom 5 (C): -0.217, atom 6 (C): -0.131, atom 7 (C): 0.386, atom 8 (C): -0.670, atom 9 (C): -0.217, atom 10 (O): -0.475, atom 11 (I): 0.191, atom 12 (H): 0.213, atom 13 (H): 0.219, atom 14 (H): 0.209, atom 15 (H): 0.213, atom 16 (H): 0.216, atom 17 (H): 0.162, atom 18 (H): 0.237, atom 19 (H): 0.228, atom 20 (H): 0.228

# 5
Here is an isolated molecule of C4H8O3 from OMol25. Energies are from ωB97M-V/def2-TZVPD.

- max |F| (eV Å⁻¹) = 0.54
- multiplicity = 1
- HOMO-LUMO gap (eV) = 8.7
- relative energy (zero: lowest compared OMol25 entry of this formula, charge and spin) (eV) = 5.2111

Geometry (Å):
O 1.36900 1.73814 1.01400
C 0.11092 1.86399 0.40851
C -0.24372 0.92024 -0.69150
C -0.81075 -1.38252 0.11643
O -1.63616 -1.57843 -0.99829
C 0.65019 -1.10601 -0.25249
O 0.84662 0.15498 -0.93506
H 1.95762 1.39311 0.32573
H -0.66290 1.68048 1.17237
H -0.09463 2.87220 0.01890
H -0.79755 -2.30786 0.69368
H -1.22054 -0.60717 0.78789
H -1.73919 -0.70131 -1.40634
H 1.00806 -1.89794 -0.90945
H 1.26301 -1.04190 0.65562

So, what does the natural (NBO) scheme give us? The charges, in e, come out as: atom 1 (O): -0.712, atom 2 (C): -0.279, atom 3 (C): 0.334, atom 4 (C): -0.108, atom 5 (O): -0.719, atom 6 (C): -0.098, atom 7 (O): -0.603, atom 8 (H): 0.474, atom 9 (H): 0.230, atom 10 (H): 0.216, atom 11 (H): 0.196, atom 12 (H): 0.175, atom 13 (H): 0.490, atom 14 (H): 0.208, atom 15 (H): 0.195

# 6
Here is a structure of composition C6H16BrLi2O2 in a non-equilibrium geometry from OMol25. Energies are from ωB97M-V/def2-TZVPD.

- max |F| (eV Å⁻¹) = 1.10
- charge = +1
- multiplicity = 1
- HOMO-LUMO gap (eV) = 7.4
- relative energy (zero: lowest compared OMol25 entry of this formula, charge and spin) (eV) = 0.0000

Geometry (Å):
Li 6.58498 16.71119 -22.45582
Li 3.75151 18.34083 -24.50887
Br 6.16992 18.46711 -24.07329
C 11.10048 21.01444 -25.42791
C 9.98850 19.96948 -25.44770
C 10.51651 18.58375 -25.04387
O 8.99975 20.46106 -24.52716
H 10.77196 21.93660 -25.90743
H 11.95302 20.64087 -26.00527
H 11.45653 21.24556 -24.42798
H 9.50256 19.81265 -26.41887
H 9.66795 17.89319 -25.12622
H 10.89290 18.61767 -24.02173
H 11.25699 18.23676 -25.76010
H 8.30622 19.79646 -24.41292
C 7.18925 17.29557 -29.44476
C 6.68605 18.00393 -28.19606
C 5.17956 17.84044 -27.89712
O 7.50831 17.55701 -27.11124
H 7.54105 16.27441 -29.32220
H 7.95093 17.91400 -29.91854
H 6.39670 17.24172 -30.20055
H 6.90482 19.06554 -28.35240
H 4.69758 18.80252 -27.74063
H 5.07822 17.18255 -27.02602
H 4.71226 17.29644 -28.71668
H 7.19024 17.96980 -26.29943

So, what does the natural (NBO) scheme give us? The charges, in e, come out as: atom 1 (Li): 0.965, atom 2 (Li): 0.964, atom 3 (Br): -0.914, atom 4 (C): -0.625, atom 5 (C): 0.100, atom 6 (C): -0.631, atom 7 (O): -0.734, atom 8 (H): 0.219, atom 9 (H): 0.210, atom 10 (H): 0.220, atom 11 (H): 0.161, atom 12 (H): 0.189, atom 13 (H): 0.207, atom 14 (H): 0.224, atom 15 (H): 0.451, atom 16 (C): -0.628, atom 17 (C): 0.094, atom 18 (C): -0.652, atom 19 (O): -0.731, atom 20 (H): 0.228, atom 21 (H): 0.224, atom 22 (H): 0.209, atom 23 (H): 0.163, atom 24 (H): 0.204, atom 25 (H): 0.187, atom 26 (H): 0.231, atom 27 (H): 0.462

# 7
Here is a cluster of 2 separate species, C4H9NO in total from OMol25. Energies are from ωB97M-V/def2-TZVPD.

- max |F| (eV Å⁻¹) = 0.91
- SMILES = C=NC(=C)C.O
- multiplicity = 1
- HOMO-LUMO gap (eV) = 9.5
- relative energy (zero: lowest compared OMol25 entry of this formula, charge and spin) (eV) = 2.9760

Geometry (Å):
C -2.09835 0.11837 -1.41092
N -1.03682 0.72141 -1.08866
C 0.17822 -0.03318 -0.96618
C 0.42240 -1.24674 -1.45994
C 1.06177 0.53518 0.11216
H -2.12122 -0.88180 -1.85301
H -3.07075 0.55462 -1.19443
H 0.11470 -1.71212 -2.38637
H 1.08457 -1.87614 -0.87085
H 0.89202 -0.06624 1.00963
H 2.12699 0.51624 -0.09359
H 0.74567 1.55110 0.33151
O 0.68631 0.75971 3.61734
H -0.22944 0.60576 3.35429
H 1.24393 0.45381 2.89902

So, what does the natural (NBO) scheme give us? The charges, in e, come out as: atom 1 (C): -0.005, atom 2 (N): -0.442, atom 3 (C): 0.152, atom 4 (C): -0.444, atom 5 (C): -0.649, atom 6 (H): 0.145, atom 7 (H): 0.172, atom 8 (H): 0.207, atom 9 (H): 0.198, atom 10 (H): 0.199, atom 11 (H): 0.224, atom 12 (H): 0.240, atom 13 (O): -0.938, atom 14 (H): 0.471, atom 15 (H): 0.469

# 8
Here is a structure of composition C4H9N2 in a non-equilibrium geometry from OMol25. Energies are from ωB97M-V/def2-TZVPD.

- max |F| (eV Å⁻¹) = 4.72
- charge = +1
- multiplicity = 1
- HOMO-LUMO gap (eV) = 9.2
- relative energy (zero: lowest compared OMol25 entry of this formula, charge and spin) (eV) = 4.9070

Geometry (Å):
C 1.26692 -0.03368 -0.21280
C 0.51338 -0.58225 -1.49583
C -1.13270 -1.22950 -0.02215
C -0.10071 0.28262 0.19267
N -0.80784 -0.19454 -0.97719
N -0.60062 1.30060 1.22125
H 1.82784 -0.84135 0.30503
H 1.95451 0.70687 -0.48455
H 0.74294 -0.02404 -2.40216
H 0.68638 -1.64596 -1.57623
H -0.42406 -2.00803 0.24404
H -2.18564 -1.27491 0.20886
H -1.62045 1.11542 1.37439
H -0.38126 2.32864 0.93042
H -0.33864 1.02265 2.24018

So, what does the natural (NBO) scheme give us? The charges, in e, come out as: atom 1 (C): -0.486, atom 2 (C): -0.195, atom 3 (C): -0.202, atom 4 (C): 0.225, atom 5 (N): -0.390, atom 6 (N): -0.730, atom 7 (H): 0.239, atom 8 (H): 0.247, atom 9 (H): 0.230, atom 10 (H): 0.217, atom 11 (H): 0.217, atom 12 (H): 0.230, atom 13 (H): 0.462, atom 14 (H): 0.466, atom 15 (H): 0.470